This record from the OMol25 dataset describes a molecular structure, C3H3BeO. The level of theory is wB97M-V/def2-TZVPD.

Properties
**Kohn-Sham gap (spin up / spin down)**: 7.87 / 8.87 eV
**HOMO (spin up / spin down)**: -20.767 / -22.217 eV
**Charge**: +2
**Max |F|**: 5.5 eV Å⁻¹
**Multiplicity**: 2
**LUMO (spin up / spin down)**: -12.8922 / -13.3422 eV
**E_tot**: -5579.94817 eV

```
8
Properties=species:S:1:pos:R:3:lowdin_spin:R:1
C -0.577 0.421 0.620 0.583
C 0.599 -0.282 0.596 0.174
H 0.565 -1.350 0.880 0.027
H 1.587 0.189 0.676 0.028
Be -0.791 1.767 1.324 0.134
C 0.377 -0.762 -1.490 0.043
O -0.631 -0.330 -1.918 -0.001
H -1.128 0.348 -0.688 0.012
```


This record from the OMol25 dataset describes a single C7H7NO2 molecule. The level of theory is wB97M-V/def2-TZVPD.

Properties
**SMILES string**: C#C/C(=C/C(=O)O)[C@H]1CN1
**Kohn-Sham gap**: 9.75 eV
**HOMO**: -9.302 eV
**Charge**: 0
**Max |F|**: 2.4 eV Å⁻¹
**LUMO**: 0.4506 eV
**E_tot**: -12953.97468 eV

```
17
Properties=species:S:1:pos:R:3:mulliken_charge:R:1
O -2.684 3.675 -3.449 -0.543
C -1.526 3.327 -3.506 0.542
C -0.389 4.188 -3.074 -0.444
C 0.320 3.956 -1.954 0.173
C 1.178 4.957 -1.386 -0.843
C 1.984 5.727 -0.911 0.128
C 0.194 2.682 -1.179 0.020
C -0.506 2.630 0.129 -0.372
N -1.156 2.154 -1.080 -0.463
H -0.275 5.125 -3.620 0.429
H 2.765 6.373 -0.549 0.432
H 1.021 1.979 -1.317 0.307
H -0.162 1.898 0.862 0.282
H -0.909 3.558 0.543 0.248
H -1.184 1.154 -1.454 0.231
O -1.149 2.140 -4.147 -0.460
H -1.932 1.742 -4.555 0.333
```


This record from the OMol25 dataset describes 2 unconnected molecules or ions with the total composition C6H5F3O. The level of theory is wB97M-V/def2-TZVPD.

Properties
**SMILES string**: FC=C(F)F.c1ccoc1
**Kohn-Sham gap**: 9.34 eV
**HOMO**: -8.550 eV
**Charge**: 0
**Max |F|**: 4.1 eV Å⁻¹
**LUMO**: 0.7936 eV
**E_tot**: -16500.13171 eV

```
15
Properties=species:S:1:pos:R:3:mulliken_charge:R:1
C 2.004 1.396 1.661 -0.555
C 0.757 0.969 1.223 -0.122
C 2.910 0.423 1.270 -0.305
C 0.921 -0.346 0.759 -0.304
C -2.753 -1.096 -1.210 -0.146
C -2.251 -0.612 -2.313 0.494
O 2.270 -0.643 0.846 -0.301
F -2.871 -0.296 -0.132 -0.232
F -2.183 -1.293 -3.429 -0.214
F -1.902 0.664 -2.535 -0.212
H 2.171 2.347 2.134 0.377
H -0.254 1.321 1.173 0.408
H 3.990 0.482 1.229 0.378
H 0.223 -1.125 0.549 0.422
H -3.033 -2.191 -1.226 0.312
```


This record from the OMol25 dataset describes a molecular structure, C3H4FIrO3. The level of theory is wB97M-V/def2-TZVPD.

Properties
**Kohn-Sham gap (spin up / spin down)**: 6.48 / 4.36 eV
**HOMO (spin up / spin down)**: -10.795 / -14.388 eV
**Charge**: +1
**Max |F|**: 6.0 eV Å⁻¹
**Multiplicity**: 6
**LUMO (spin up / spin down)**: -4.3187 / -10.0252 eV
**E_tot**: -14858.22889 eV

```
12
Properties=species:S:1:pos:R:3:lowdin_spin:R:1
C 1.123 0.939 -0.111 0.249
C -0.095 0.675 -0.854 0.094
H 0.879 1.399 0.858 0.027
H 1.756 0.051 0.015 0.026
F 0.095 -0.091 -1.992 0.022
H -0.666 1.562 -1.156 0.010
Ir 2.322 2.357 -1.093 3.527
O -1.086 -1.153 1.810 0.080
C -1.125 -1.278 0.474 0.046
O -0.980 -2.342 -0.093 0.702
O -1.273 -0.095 -0.061 0.215
H -0.949 -2.024 2.202 0.002
```


This record from the OMol25 dataset describes a single C3H7NO2 molecule. The level of theory is wB97M-V/def2-TZVPD.

Properties
**SMILES string**: NC(=O)CCO
**Kohn-Sham gap**: 10.40 eV
**HOMO**: -9.801 eV
**Charge**: 0
**Max |F|**: 0.5 eV Å⁻¹
**LUMO**: 0.5960 eV
**E_tot**: -8809.22395 eV

```
13
Properties=species:S:1:pos:R:3:mulliken_charge:R:1
N 0.805 -1.794 0.267 -0.659
C -0.520 -1.248 0.165 0.363
O -1.427 -1.869 -0.329 -0.474
C -0.709 0.193 0.627 -0.492
C -0.220 1.155 -0.454 -0.402
O 1.184 0.985 -0.601 -0.521
H 1.392 -1.195 -0.319 0.347
H 1.144 -1.607 1.209 0.303
H -0.150 0.391 1.548 0.288
H -1.773 0.369 0.807 0.303
H -0.742 0.935 -1.397 0.333
H -0.460 2.186 -0.161 0.307
H 1.475 1.500 -1.363 0.302
```


This record from the OMol25 dataset describes 6 unconnected molecules or ions with the total composition C26H60N3O12P2S5. The level of theory is wB97M-V/def2-TZVPD.

Properties
**Kohn-Sham gap**: 7.80 eV
**HOMO**: -11.459 eV
**Charge**: +1
**Max |F|**: 3.6 eV Å⁻¹
**LUMO**: -3.6595 eV
**E_tot**: -129718.93710 eV

```
108
Properties=species:S:1:pos:R:3:mulliken_charge:R:1
C 9.623 2.560 0.770 -1.392
C 8.148 3.043 1.022 0.239
O 7.886 2.783 2.415 -0.572
C 8.034 4.541 0.652 -0.863
N 6.688 4.886 0.095 -0.307
C 5.709 4.469 1.101 0.302
C 4.339 5.201 1.001 -0.795
O 3.245 4.356 0.563 -0.462
P 2.708 3.287 1.713 0.485
C 3.061 1.563 1.048 -0.300
N 2.642 1.443 -0.344 -0.581
P 3.684 3.395 3.679 0.196
N 3.047 2.158 4.469 -0.709
H 9.627 1.463 0.865 0.359
H 10.205 2.943 1.630 0.341
H 10.003 2.919 -0.196 0.351
H 7.515 2.384 0.401 0.230
H 8.062 3.616 2.852 0.424
H 8.187 5.203 1.537 0.506
H 8.777 4.765 -0.132 0.415
H 6.658 5.903 0.074 0.282
H 6.124 4.702 2.112 0.169
H 5.501 3.383 1.032 -0.040
H 4.438 5.983 0.225 0.336
H 4.037 5.731 1.922 0.359
H 1.303 3.405 1.893 0.219
H 2.572 0.847 1.725 0.410
H 4.161 1.428 1.061 0.246
H 1.710 1.055 -0.425 0.284
H 2.679 2.329 -0.834 0.269
H 5.080 3.172 3.518 0.143
H 3.451 4.634 4.344 0.158
H 2.611 2.484 5.330 0.274
C -0.244 -0.255 6.031 -0.882
C -1.739 -0.489 5.784 -0.332
C -2.336 0.834 5.293 -0.481
S -1.004 1.707 4.474 1.289
O -0.695 2.906 5.221 -0.691
O -1.252 1.746 3.046 -0.716
C 0.261 0.498 4.806 -0.099
H 0.297 -1.189 6.178 0.390
H -0.110 0.357 6.928 0.339
H -1.867 -1.255 5.018 0.002
H -2.247 -0.839 6.680 0.436
H -3.147 0.673 4.588 0.168
H -2.682 1.451 6.121 0.330
H 1.209 1.001 4.967 0.043
H 0.326 -0.162 3.939 0.326
C 6.854 4.451 -3.731 -0.589
C 7.418 4.393 -5.154 -0.730
C 8.841 3.829 -5.062 -0.670
S 8.871 2.783 -3.607 1.194
O 9.763 3.372 -2.634 -0.638
O 8.983 1.403 -4.009 -0.705
C 7.189 3.106 -3.097 0.018
H 5.780 4.639 -3.727 0.421
H 7.339 5.257 -3.173 0.233
H 6.799 3.730 -5.764 0.317
H 7.415 5.373 -5.631 0.348
H 9.099 3.234 -5.934 0.354
H 9.577 4.620 -4.921 0.373
H 7.127 3.116 -2.010 -0.370
H 6.562 2.312 -3.503 0.365
C -5.091 -3.301 1.700 -0.533
C -5.413 -1.811 1.568 -0.357
C -5.945 -1.334 2.923 -0.702
S -5.198 -2.398 4.156 1.021
O -6.236 -3.176 4.786 -0.686
O -4.240 -1.638 4.932 -0.546
C -4.318 -3.444 3.007 -0.747
H -4.514 -3.668 0.852 0.421
H -6.019 -3.875 1.749 0.216
H -4.500 -1.262 1.317 0.270
H -6.132 -1.626 0.778 0.167
H -5.669 -0.301 3.127 0.359
H -7.025 -1.449 2.994 0.359
H -4.291 -4.464 3.386 0.465
H -3.305 -3.052 2.911 0.319
C -9.932 -1.673 -2.045 -0.560
C -9.195 -1.664 -3.389 -0.698
C -7.801 -2.257 -3.153 -0.464
S -7.966 -3.379 -1.768 1.038
O -7.190 -2.866 -0.660 -0.601
O -7.815 -4.738 -2.233 -0.747
C -9.694 -3.057 -1.451 -0.765
H -10.995 -1.467 -2.164 0.369
H -9.511 -0.907 -1.388 0.264
H -9.741 -2.281 -4.107 0.317
H -9.129 -0.660 -3.806 0.344
H -7.440 -2.809 -4.019 0.210
H -7.080 -1.489 -2.878 0.399
H -9.888 -3.109 -0.382 0.394
H -10.274 -3.817 -1.976 0.366
C -4.521 -7.933 -5.114 -0.605
C -5.554 -7.680 -4.011 -0.746
C -5.215 -6.333 -3.365 0.171
S -4.404 -5.361 -4.630 1.117
O -3.036 -5.129 -4.230 -0.670
O -5.272 -4.277 -5.033 -0.638
C -4.420 -6.625 -5.893 -0.712
H -4.811 -8.761 -5.760 0.355
H -3.554 -8.177 -4.666 0.296
H -6.553 -7.637 -4.451 0.300
H -5.559 -8.480 -3.270 0.369
H -6.105 -5.805 -3.033 -0.248
H -4.520 -6.450 -2.535 0.362
H -3.520 -6.551 -6.499 0.402
H -5.304 -6.465 -6.511 0.334
```


This record from the OMol25 dataset describes a single C17H14N2O2S molecule. The level of theory is wB97M-V/def2-TZVPD.

Properties
**SMILES string**: O=C(CSc1nnc(Cc2ccccc2)o1)c1ccccc1
**Kohn-Sham gap**: 8.79 eV
**HOMO**: -8.796 eV
**Charge**: 0
**Max |F|**: 1.6 eV Å⁻¹
**LUMO**: -0.0017 eV
**E_tot**: -35765.88144 eV

```
36
Properties=species:S:1:pos:R:3:mulliken_charge:R:1
O 1.133 1.102 -2.769 -0.578
C 1.328 -0.090 -2.796 0.540
C 1.056 -0.911 -3.997 0.762
C 0.742 -0.235 -5.179 -0.502
C 0.485 -0.933 -6.342 -0.497
C 0.532 -2.318 -6.340 -0.353
C 0.833 -2.999 -5.170 -0.920
C 1.098 -2.305 -4.005 -0.219
H 1.316 -2.857 -3.103 0.313
H 0.861 -4.079 -5.168 0.378
H 0.331 -2.868 -7.247 0.381
H 0.248 -0.400 -7.250 0.383
H 0.708 0.844 -5.157 0.439
C 1.871 -0.806 -1.569 -0.955
H 2.672 -1.499 -1.820 0.539
H 2.193 -0.081 -0.823 0.453
S 0.526 -1.780 -0.794 -0.212
C 0.209 -0.772 0.568 0.487
N 0.908 0.227 1.007 -0.334
N 0.279 0.673 2.113 -0.408
C -0.759 -0.066 2.300 0.719
O -0.870 -1.025 1.337 -0.328
C -1.765 0.015 3.386 -1.004
C -1.594 1.287 4.173 0.629
C -2.453 2.359 3.979 -0.370
C -2.283 3.531 4.696 -0.542
C -1.250 3.642 5.610 -0.410
C -0.388 2.577 5.805 -0.562
C -0.559 1.405 5.091 -0.336
H 0.117 0.577 5.240 0.350
H 0.422 2.660 6.515 0.366
H -1.117 4.557 6.167 0.373
H -2.958 4.359 4.537 0.368
H -3.260 2.279 3.265 0.330
H -1.641 -0.858 4.036 0.329
H -2.761 -0.042 2.938 0.389
```


This record from the OMol25 dataset describes a single C22H23N3O5 molecule. The level of theory is wB97M-V/def2-TZVPD.

Properties
**SMILES string**: CCOc1cc(-c2nc(C)c(C(C)=O)n2O)ccc1OCC(=O)Nc1ccccc1
**Kohn-Sham gap**: 8.17 eV
**HOMO**: -8.130 eV
**Charge**: 0
**Max |F|**: 0.7 eV Å⁻¹
**LUMO**: 0.0389 eV
**E_tot**: -37894.22651 eV

```
53
Properties=species:S:1:pos:R:3:mulliken_charge:R:1
C 2.303 3.962 1.937 -1.099
C 0.945 4.005 1.245 -0.562
H 0.355 4.839 1.635 0.384
H 1.060 4.138 0.163 0.392
O 0.152 2.867 1.526 -0.456
C 0.448 1.672 0.941 1.157
C 1.402 1.488 -0.044 -0.252
C 1.660 0.224 -0.583 -0.165
C 0.949 -0.878 -0.121 -1.256
C -0.018 -0.699 0.849 -0.576
C -0.289 0.553 1.383 0.660
O -1.219 0.619 2.391 -0.704
C -2.233 1.607 2.316 -0.291
H -2.067 2.315 1.504 0.281
C -3.629 0.991 2.131 0.425
O -4.583 1.688 1.867 -0.674
N -3.632 -0.348 2.314 0.006
C -4.689 -1.258 2.245 0.717
C -5.993 -0.872 1.951 -0.468
C -6.994 -1.826 1.900 -0.544
C -6.712 -3.161 2.138 -0.498
C -5.414 -3.545 2.430 -0.572
C -4.406 -2.601 2.484 -0.453
H -3.393 -2.901 2.714 0.330
H -5.184 -4.583 2.618 0.368
H -7.499 -3.899 2.097 0.376
H -8.004 -1.521 1.671 0.367
H -6.211 0.166 1.766 0.480
H -2.722 -0.742 2.535 0.119
H -2.238 2.169 3.257 0.317
H -0.579 -1.545 1.216 0.401
H 1.138 -1.862 -0.515 0.477
C 2.687 0.140 -1.597 -0.370
N 3.408 1.192 -1.999 -0.546
C 4.259 0.774 -2.936 0.901
C 4.084 -0.602 -3.151 -0.291
N 3.074 -0.953 -2.274 0.083
O 2.582 -2.222 -2.156 -0.427
H 3.117 -2.750 -2.826 0.472
C 4.681 -1.587 -4.007 1.291
O 4.307 -2.762 -3.977 -0.757
C 5.772 -1.143 -4.938 -1.291
H 5.399 -0.376 -5.613 0.291
H 6.117 -1.997 -5.514 0.388
H 6.601 -0.726 -4.372 0.294
C 5.201 1.725 -3.576 -1.516
H 6.234 1.426 -3.406 0.304
H 5.040 2.708 -3.143 0.335
H 5.032 1.779 -4.650 0.302
H 1.989 2.306 -0.425 0.790
H 2.835 4.890 1.751 0.373
H 2.902 3.132 1.570 0.360
H 2.166 3.841 3.009 0.326
```


> Which of these has the highest charge?

C3H3BeO